Record 1
Density functional theory data (wB97M-V/def2-TZVPD) for a cluster of 2 separate species, C2H4N2S in total at a distorted geometry.

The calculation puts the total energy at -586.1725 Eh. For the frontier orbital gap (alpha / beta), the calculation gives 0.311 / 0.311 hartree. For the LUMO energy (alpha / beta), the calculation gives -0.00126 / -0.00128 Eh. The largest force on an atom comes out at 3.28 eV/Å.

Each line ends with the Mulliken charge.
Cartesian coordinates (Å):
1 S 1.2290 0.4243 -0.8196  -0.142
2 N -0.8012 -1.8843 0.1062  -0.433
3 N 1.8916 1.6362 -0.1779  0.003
4 C -1.8284 -1.2398 -0.1138  -0.227
5 C 2.2510 2.3084 0.7275  -0.157
6 H -1.7887 -0.1352 -0.0080  0.194
7 H 2.6887 3.2591 0.8455  0.282
8 H -0.9134 -2.8616 0.0195  0.215
9 H -2.7287 -1.5072 -0.5793  0.266


Record 2
Density functional theory data (wB97M-V/def2-TZVPD) for a cluster of 2 separate species, C6H6ClF4N2 in total at a distorted geometry.

Its total charge is +1. The calculation puts the total energy at -1201.0002 Eh. For the frontier orbital gap, the calculation gives 0.151 hartree. For the LUMO energy, the calculation gives -0.26709 Eh. The largest force on an atom comes out at 3.77 eV/Å.

Each line ends with the Mulliken charge.
Cartesian coordinates (Å):
1 Cl -3.0273 1.7412 0.2495  0.060
2 F -2.9316 -1.0193 1.7917  -0.055
3 F -2.3067 -1.3076 -0.2619  -0.023
4 F 0.4286 -1.4256 0.1943  -0.285
5 F -4.4574 0.1888 -1.2262  -0.161
6 N 0.2801 0.8928 -0.0337  -0.307
7 N 2.2166 -0.1498 -0.0644  0.119
8 C 3.1527 -1.3422 -0.1024  -0.812
9 C 2.4186 1.1636 -0.3880  -0.339
10 C -3.0862 -0.6883 0.5506  0.527
11 C -4.0763 0.3579 0.0340  0.272
12 C 0.9040 -0.2472 0.0399  0.374
13 C 1.2020 1.7966 -0.3371  -0.376
14 H 3.4179 1.5911 -0.6350  0.352
15 H 0.9310 2.8655 -0.3392  0.363
16 H 3.2813 -1.6410 0.9796  0.309
17 H 4.1493 -1.1633 -0.4958  0.315
18 H 2.5898 -2.1210 -0.5169  0.312
19 H -5.0862 0.5078 0.5612  0.356


Record 3
Density functional theory data (wB97M-V/def2-TZVPD) for a structure of composition CuH10O5.

Its total charge is +1. The calculation puts the total energy at -2022.3352 Eh. For the frontier orbital gap, the calculation gives 0.279 hartree. For the LUMO energy, the calculation gives -0.24450 Eh. The largest force on an atom comes out at 0.57 eV/Å.

Each line ends with the Mulliken charge.
Cartesian coordinates (Å):
1 Cu -0.2181 0.1217 -0.2126  0.971
2 O 4.3477 -0.0588 -1.1253  -0.648
3 O -0.1602 3.2069 3.0045  -0.649
4 O -3.6845 -1.7321 -1.0792  -0.654
5 O -0.0453 -2.7379 3.0175  -0.649
6 O -0.4656 1.6295 -4.0562  -0.639
7 H -1.0219 3.2695 3.4167  0.329
8 H 0.4587 3.3711 3.7160  0.326
9 H 5.1112 0.3947 -1.4825  0.325
10 H -3.9267 -1.7682 -2.0046  0.330
11 H -3.5259 -2.6445 -0.8369  0.334
12 H -0.1328 2.0219 -4.8634  0.320
13 H 4.6743 -0.4956 -0.3387  0.326
14 H -1.3393 1.3132 -4.2856  0.324
15 H 0.7189 -2.9944 3.5337  0.327
16 H -0.7906 -2.8969 3.5966  0.328


Record 4
Density functional theory data (wB97M-V/def2-TZVPD) for the ion C5H10NO2 with charge -1 at a distorted geometry.

Its total charge is -1. The calculation puts the total energy at -401.7527 Eh. For the frontier orbital gap, the calculation gives 0.283 hartree. For the LUMO energy, the calculation gives 0.15275 Eh. The largest force on an atom comes out at 3.41 eV/Å.

Each line ends with the Mulliken charge.
Cartesian coordinates (Å):
1 O -2.3498 -0.8467 -1.3535  -0.718
2 O 1.9636 0.2701 -0.8365  -0.841
3 N -0.0831 -0.6656 -1.7881  -0.438
4 C 0.1358 1.0381 0.3954  -1.184
5 C 1.6771 0.9967 0.3125  -0.219
6 C -0.7873 -1.1959 0.4435  -0.692
7 C -1.1853 -0.9432 -1.0069  0.359
8 C -0.6404 0.0771 1.2578  -0.489
9 H -1.4878 -1.9119 0.8890  0.399
10 H 0.1395 -1.7657 0.5333  0.291
11 H -0.2777 -0.0711 2.2742  0.353
12 H 2.0946 2.0121 0.3738  0.253
13 H -1.6035 0.5613 1.4376  0.291
14 H -0.1391 0.9508 -0.6500  0.664
15 H 2.1582 0.4414 1.1819  0.151
16 H -0.2481 -0.7721 -2.7750  0.159
17 H -0.1849 2.0985 0.5770  0.376
18 H 0.8183 -0.2738 -1.2661  0.286